{"formula": "C25H31BrN2OPPt", "method": "wB97M-V/def2-TZVPD", "species": ["Pt", "Br", "C", "C", "C", "C", "O", "C", "C", "N", "C", "C", "C", "C", "C", "C", "C", "C", "N", "C", "C", "H", "H", "H", "H", "H", "H", "H", "H", "H", "H", "C", "C", "C", "P", "C", "C", "C", "C", "C", "C", "H", "H", "H", "H", "H", "H", "H", "H", "H", "H", "H", "H", "H", "H", "H", "H", "H", "H", "H", "H", "H"], "coordinates": [[-0.0090, -0.9364, -0.3274], [5.7989, -3.2882, 3.6146], [4.5577, -2.5919, 2.3751], [4.9844, -1.6942, 1.3881], [4.0918, -1.1807, 0.4814], [2.7265, -1.5312, 0.5069], [1.9767, -1.0690, -0.4620], [2.2949, -2.4278, 1.5255], [0.9377, -2.7833, 1.7826], [-0.1073, -2.3187, 1.1744], [-1.4157, -2.4722, 1.6885], [-1.7630, -3.0146, 2.8988], [-3.1164, -3.0888, 3.2826], [-4.1087, -2.6359, 2.4609], [-3.7808, -2.0513, 1.2160], [-4.7465, -1.6064, 0.2850], [-4.3372, -1.1242, -0.9230], [-2.9628, -0.9847, -1.1779], [-2.0327, -1.3113, -0.3090], [-2.4282, -1.9256, 0.8620], [3.2419, -2.9507, 2.4380], [6.0268, -1.4084, 1.3403], [4.4273, -0.5096, -0.2980], [0.7891, -3.4611, 2.6202], [-1.0134, -3.3938, 3.5787], [-3.3631, -3.5264, 4.2400], [-5.1492, -2.7221, 2.7446], [-5.7984, -1.6836, 0.5295], [-5.0422, -0.8223, -1.6838], [-2.6202, -0.6003, -2.1202], [2.9100, -3.6398, 3.2044], [-1.4253, 2.0039, 0.9355], [-0.0035, 2.1889, 0.4021], [1.0315, 1.8373, 1.4712], [0.2449, 1.2123, -1.1467], [1.9907, 1.5008, -1.6646], [2.3231, 0.6692, -2.9057], [2.3703, 2.9651, -1.8796], [-0.6786, 2.1346, -2.4838], [-0.8963, 3.6176, -2.1630], [-1.9957, 1.5245, -2.9452], [-1.5894, 2.6678, 1.7857], [-1.5755, 0.9784, 1.2798], [-2.1895, 2.2256, 0.1882], [0.1356, 3.2349, 0.1232], [1.0105, 0.7724, 1.7145], [0.8070, 2.3896, 2.3853], [2.0464, 2.0964, 1.1690], [2.5737, 1.1145, -0.8302], [1.8276, 1.0657, -3.7945], [2.0486, -0.3766, -2.7856], [3.3968, 0.7173, -3.0949], [1.8841, 3.3855, -2.7607], [3.4464, 3.0280, -2.0493], [2.1383, 3.5981, -1.0218], [0.0080, 2.0611, -3.3316], [-1.6525, 3.7447, -1.3871], [-1.2656, 4.1178, -3.0597], [0.0036, 4.1370, -1.8468], [-2.7256, 1.4572, -2.1369], [-1.8313, 0.5362, -3.3742], [-2.4270, 2.1485, -3.7293]], "charge": 1, "de_lowest_kj_mol": 0.0, "multiplicity": 1, "homo_energy_ev": -10.67, "largest_force_ev_per_a": 0.8, "lumo_ev": -3.83, "total_energy_ev": -114030.565}

***

{"formula": "C33H66BeCl6N3O11P2Y", "method": "wB97M-V/def2-TZVPD", "species": ["Be", "Y", "P", "O", "O", "O", "O", "P", "O", "O", "O", "O", "C", "C", "C", "C", "C", "C", "N", "O", "C", "C", "C", "H", "H", "H", "H", "H", "H", "H", "H", "H", "H", "H", "H", "H", "H", "H", "H", "H", "H", "C", "C", "C", "C", "C", "C", "N", "O", "C", "C", "C", "H", "H", "H", "H", "H", "H", "H", "H", "H", "H", "H", "H", "H", "H", "H", "H", "H", "H", "C", "C", "C", "C", "C", "C", "N", "O", "C", "C", "C", "H", "H", "H", "H", "H", "H", "H", "H", "H", "H", "H", "H", "H", "H", "H", "H", "H", "H", "Cl", "C", "C", "Cl", "H", "H", "H", "H", "Cl", "C", "C", "Cl", "H", "H", "H", "H", "Cl", "C", "C", "Cl", "H", "H", "H", "H"], "coordinates": [[-0.0928, 1.9624, -1.9317], [-0.0522, -1.4948, -3.0142], [-0.6199, -0.1307, -5.1512], [-0.1798, 0.7074, -3.8889], [-1.6851, -1.0434, -4.4257], [0.4982, -1.2358, -5.2490], [-0.9911, 0.5193, -6.4842], [0.2325, -0.6687, -0.5093], [0.3780, -0.1294, 0.8539], [-0.9637, -0.0824, -1.2852], [0.0875, -2.1692, -0.9454], [1.1205, -0.1497, -1.7218], [-0.7905, -6.1007, -5.9244], [-1.8171, -6.1500, -4.8128], [-2.1581, -7.7531, -4.6020], [-2.7303, -8.1455, -3.2639], [-1.9179, -7.4729, -2.2243], [-1.7423, -5.9632, -2.2537], [-1.1815, -5.5062, -3.5389], [-0.7283, -4.1201, -3.6898], [-3.1093, -5.2516, -1.9726], [-0.8252, -5.6394, -1.0456], [-3.1051, -5.5144, -5.2655], [-0.6406, -5.0721, -6.2524], [-1.1059, -6.7339, -6.7537], [0.1206, -6.5273, -5.5048], [-2.7804, -8.1805, -5.3883], [-1.2339, -8.2999, -4.7893], [-2.4871, -9.2027, -3.1574], [-3.8177, -8.0707, -3.2628], [-0.9129, -7.8942, -2.2004], [-2.3631, -7.6190, -1.2402], [-2.9128, -4.2386, -1.6215], [-3.7792, -5.1541, -2.8269], [-3.5280, -5.6916, -1.0675], [-0.7628, -4.5580, -0.9240], [-1.2656, -5.9756, -0.1069], [0.1904, -5.9641, -1.2721], [-4.0015, -5.8184, -4.7249], [-3.1340, -5.6222, -6.3498], [-2.9771, -4.4321, -5.2807], [-3.3093, 1.8941, 0.5116], [-3.1110, 3.1539, 1.4021], [-3.6634, 2.5123, 2.6524], [-3.4739, 3.4185, 3.8190], [-1.9191, 3.7295, 3.9726], [-1.1445, 4.1621, 2.6360], [-1.6959, 3.4697, 1.4703], [-0.9493, 3.6526, 0.2446], [-1.4204, 5.6768, 2.4818], [0.3915, 3.9769, 2.8605], [-4.0048, 4.3582, 0.9856], [-4.3058, 1.4528, 0.4954], [-2.6353, 1.0783, 0.7726], [-3.2493, 2.0730, -0.5620], [-4.6770, 2.1122, 2.6278], [-3.0900, 1.6230, 2.9139], [-3.8611, 2.8220, 4.6451], [-4.0902, 4.3152, 3.7545], [-1.5136, 2.8001, 4.3726], [-1.9467, 4.5024, 4.7407], [-1.6610, 6.0298, 1.4790], [-2.1859, 6.0508, 3.1617], [-0.5406, 6.2716, 2.7277], [0.7775, 4.3946, 3.7903], [0.5227, 2.8950, 2.8815], [0.8796, 4.4529, 2.0101], [-4.1441, 5.1067, 1.7656], [-4.9831, 3.9524, 0.7281], [-3.6928, 5.0504, 0.2034], [2.5331, 6.3441, -0.4094], [3.5900, 5.2771, -0.1330], [4.1568, 5.8681, 1.2262], [5.0886, 4.8695, 1.9985], [4.4335, 3.5906, 2.1835], [3.8438, 2.8816, 0.8838], [3.0236, 3.8769, 0.1640], [2.2017, 3.2936, -0.9447], [5.0515, 2.4149, 0.0418], [3.1084, 1.6081, 1.3218], [4.6042, 5.3390, -1.4164], [1.6359, 6.0351, 0.1269], [2.3386, 6.3618, -1.4817], [2.9166, 7.3481, -0.2279], [4.6704, 6.8206, 1.0961], [3.4235, 6.1290, 1.9893], [5.3496, 5.4094, 2.9087], [6.0044, 4.7086, 1.4297], [3.6675, 3.7796, 2.9356], [5.2812, 3.0141, 2.5537], [4.8543, 2.1143, -0.9872], [5.9324, 3.0380, -0.1127], [5.3858, 1.4602, 0.4478], [2.2069, 1.7810, 1.9097], [2.7838, 1.1690, 0.3784], [3.8033, 0.8693, 1.7209], [4.1233, 5.2143, -2.3866], [5.3641, 4.5632, -1.3227], [4.9752, 6.3466, -1.6040], [5.2069, -2.2659, 0.7351], [3.6135, -2.7894, 0.2390], [2.6113, -2.8125, 1.4027], [3.2149, -4.0036, 2.6311], [3.6648, -3.7951, -0.1780], [3.2927, -2.1157, -0.5556], [1.6155, -3.1773, 1.1508], [2.5067, -1.8473, 1.8981], [-4.3992, -1.3343, 1.2421], [-2.8462, -1.9636, 0.6490], [-1.7792, -2.0049, 1.9009], [-2.4590, -2.9831, 3.3218], [-2.5879, -1.3894, -0.2407], [-3.0731, -2.9387, 0.2179], [-1.5394, -0.9863, 2.2061], [-0.7888, -2.3789, 1.6418], [0.8525, -2.0834, 5.7485], [0.0958, -0.7282, 4.8597], [1.1802, -0.0581, 4.1275], [2.0563, 0.9946, 5.2771], [-0.3203, -0.1102, 5.6553], [-0.7816, -1.0385, 4.2922], [0.8330, 0.5887, 3.3219], [1.9403, -0.7056, 3.6903]], "charge": -1, "de_lowest_kj_mol": 487.0, "s_squared": 3.768, "multiplicity": 4, "homo_energy_ev": [-4.77, -4.77], "largest_force_ev_per_a": 6.1, "lumo_ev": [-0.28, -0.41], "total_energy_ev": -157440.995}

***

{"formula": "C3H9NO", "method": "wB97M-V/def2-TZVPD", "species": ["C", "C", "C", "N", "O", "H", "H", "H", "H", "H", "H", "H", "H", "H"], "coordinates": [[-0.7740, 0.4155, 0.2855], [0.5204, 0.1051, 0.8982], [1.5385, -0.4527, -0.4541], [-1.4758, -0.6711, -0.2326], [-0.8067, 1.5828, -0.4400], [-0.6818, 1.3925, -1.3778], [-1.1563, 0.7282, 1.5403], [-2.2992, -0.9642, 0.2760], [-1.6885, -0.6404, -1.2208], [1.0395, 0.9782, 1.2722], [0.4820, -0.7386, 1.5743], [1.5837, 0.2740, -1.2654], [2.5309, -0.5950, -0.0302], [1.1873, -1.4143, -0.8256]], "de_lowest_kj_mol": 246.1, "multiplicity": 1, "homo_energy_ev": -8.73, "largest_force_ev_per_a": 6.6, "lumo_ev": 0.87, "total_energy_ev": -6792.505}

***

{"formula": "C4H4N2O2", "method": "wB97M-V/def2-TZVPD", "species": ["C", "N", "O", "C", "O", "N", "C", "C", "H", "H", "H", "H"], "coordinates": [[1.1143, 1.0960, -0.2199], [1.8116, 0.0231, -0.5358], [1.2785, -1.0262, -0.0413], [-0.0002, -0.7397, 0.6009], [-1.1756, -1.1645, -0.1858], [-1.7767, -0.0156, -0.5098], [-1.2486, 1.0331, -0.0428], [-0.0188, 0.8031, 0.7641], [1.2108, 2.2475, -0.5952], [0.1175, -1.1360, 1.5614], [-1.7045, 1.9464, -0.2822], [0.2294, 1.2599, 1.8394]], "de_lowest_kj_mol": 549.2, "multiplicity": 1, "homo_energy_ev": -9.63, "largest_force_ev_per_a": 6.3, "smiles": "C1=NO[C@H]2ON=C[C@@H]12", "lumo_ev": 0.55, "total_energy_ev": -11282.848}

***

{"formula": "C8H7BO2S", "method": "wB97M-V/def2-TZVPD", "species": ["O", "B", "O", "C", "C", "S", "C", "C", "C", "C", "C", "C", "H", "H", "H", "H", "H", "H", "H"], "coordinates": [[-2.3180, 1.5234, 0.7963], [-2.0785, 0.9955, -0.4892], [-3.0959, 0.7464, -1.4143], [-0.5914, 0.6837, -0.9342], [-0.0445, 0.8993, -2.1369], [1.6047, 0.3556, -2.2801], [1.4913, -0.2222, -0.5645], [2.4462, -0.9734, 0.1373], [2.0951, -1.4745, 1.4158], [0.9148, -1.1375, 2.0017], [0.0212, -0.2946, 1.3657], [0.2932, 0.1633, 0.0303], [-3.2028, 1.8305, 0.9801], [-2.7939, 0.4983, -2.2682], [-0.6000, 1.3129, -2.8641], [3.4290, -1.1565, -0.3284], [2.8834, -2.0390, 1.8952], [0.6157, -1.5963, 3.0194], [-1.0697, -0.1151, 1.6380]], "de_lowest_kj_mol": 67.1, "multiplicity": 1, "homo_energy_ev": -8.25, "largest_force_ev_per_a": 3.5, "smiles": "OB(O)c1csc2ccccc12", "lumo_ev": 0.45, "total_energy_ev": -24018.548}

***

{"formula": "ClH2NO2Si", "method": "wB97M-V/def2-TZVPD", "species": ["O", "Si", "H", "H", "O", "N", "Cl"], "coordinates": [[0.5958, 0.2880, 1.5028], [1.7071, 0.0381, 0.4811], [3.1688, 0.1392, 0.6064], [1.4986, -0.3855, -0.8500], [-1.6497, -0.9876, -0.6839], [-2.3561, -0.1197, -1.0936], [-2.9645, 1.0274, 0.0371]], "de_lowest_kj_mol": 230.3, "multiplicity": 1, "homo_energy_ev": -10.35, "largest_force_ev_per_a": 3.9, "smiles": "O=[SiH2].O=NCl", "lumo_ev": -0.79, "total_energy_ev": -26013.877}

***

- Which formula does entry 6 have?
  ClH2NO2Si

***

- What is the formula in the third record?
  C3H9NO